[1]
Below is a cluster of 4 separate species, C3H14NO4 in total in a non-equilibrium geometry, with properties calculated with ωB97M-V/def2-TZVPD.

Calculated values
Highest occupied orbital energy (spin up / spin down)   -0.3807 / -0.3683 Eh
Energy above the lowest of the compared OMol25 structures with the same formula, charge and spin   251.12 kJ/mol
LUMO level (spin up / spin down)   0.594 / -3.842 eV
Strongest force on any atom   9.1 eV/Å
Kohn-Sham gap (spin up / spin down)   10.95 / 6.18 eV

```
! RIJCOSX wB97M-V def2-TZVPD def2/J DEFGRID3
* xyz 0 2
C 0.52 2.27 0.37
N 0.41 1.88 -1.12
C -0.78 1.05 -1.30
C -0.50 -0.49 -1.64
O -0.36 -1.06 -0.41
H 1.44 2.62 0.72
H -0.02 1.50 0.96
H -0.06 3.18 0.35
H 1.20 1.21 -1.33
H -1.32 1.53 -2.18
H -1.46 1.24 -0.40
H 0.45 -0.68 -2.18
H -1.30 -1.12 -1.96
H 1.20 -0.29 1.83
H -0.15 -1.06 1.75
O 0.60 -0.83 2.30
H -1.34 -1.25 0.47
H -2.60 -0.27 0.72
O -2.14 -0.98 1.13
H 1.11 -1.22 -0.18
H 2.33 -1.87 0.64
O 2.17 -1.33 -0.02
*
```

Here are the natural (NBO) charges for atoms 1 to 5, given in e: -0.438, -0.568, -0.236, -0.122, -0.409

---

[2]
Below is a structure of composition C10H19F6N3O4ReS3Si, with properties calculated with ωB97M-V/def2-TZVPD.

Calculated values
Highest occupied orbital energy (spin up / spin down)   -0.5647 / -0.5798 Eh
Energy above the lowest of the compared OMol25 structures with the same formula, charge and spin   71.84 kJ/mol
LUMO level (spin up / spin down)   -7.844 / -8.114 eV
Strongest force on any atom   0.8 eV/Å
Kohn-Sham gap (spin up / spin down)   7.52 / 7.66 eV

```
! RIJCOSX wB97M-V def2-TZVPD def2/J DEFGRID3
* xyz 2 2
Re 0.11 0.69 -0.15
F -0.97 4.08 -3.92
C -1.73 3.63 -2.95
F -2.64 2.81 -3.39
F -2.24 4.60 -2.24
S -0.59 2.68 -1.80
O -1.47 1.99 -0.77
O 0.41 3.51 -1.20
N -0.01 1.43 -2.56
S 1.40 0.77 -2.82
O 1.48 0.00 -3.99
O 1.59 0.00 -1.51
C 2.77 2.08 -2.82
F 3.03 2.41 -1.57
F 2.31 3.11 -3.51
F 3.81 1.53 -3.40
S -1.23 -1.11 0.00
C -0.48 -2.66 -0.43
N 0.75 -2.79 -0.88
C 1.34 -4.10 -1.23
C 0.66 -5.19 -0.42
C -0.85 -5.08 -0.58
N -1.26 -3.70 -0.26
H 1.29 -1.95 -1.05
H 2.40 -4.04 -1.00
H 1.23 -4.26 -2.30
H 0.93 -5.10 0.63
H 0.99 -6.16 -0.77
H -1.37 -5.74 0.10
H -1.16 -5.31 -1.60
H -2.19 -3.54 0.09
C -1.72 0.16 3.39
Si -0.64 1.58 2.91
C -1.52 3.02 2.16
C 0.59 2.09 4.20
C 0.87 0.79 1.58
H -2.37 0.51 4.19
H -1.15 -0.68 3.79
H -2.36 -0.20 2.59
H -1.96 3.56 3.00
H -2.34 2.75 1.49
H -0.85 3.72 1.65
H 0.02 2.44 5.07
H 1.22 2.91 3.87
H 1.22 1.27 4.54
H 1.08 -0.09 2.20
H 1.63 1.58 1.65
*
```

Here are the natural (NBO) charges for atoms 1 to 5, given in e: 1.201, -0.261, 0.840, -0.259, -0.258

---

[3]
Below is the molecule C5H13N3 in a non-equilibrium geometry, with properties calculated with ωB97M-V/def2-TZVPD.

Calculated values
Highest occupied orbital energy   -0.3372 Eh
Energy above the lowest of the compared OMol25 structures with the same formula, charge and spin   603.14 kJ/mol
SMILES string   [H]/N=C\NN(CC)CC
LUMO level   0.951 eV
Strongest force on any atom   6.7 eV/Å
Kohn-Sham gap   10.13 eV

```
! RIJCOSX wB97M-V def2-TZVPD def2/J DEFGRID3
* xyz 0 1
C 2.27 -1.28 0.36
C 1.86 0.19 -0.22
C -0.27 1.48 -0.44
C -1.44 1.78 0.59
C -1.38 -1.35 0.20
H 1.61 -2.12 0.16
H 3.25 -1.96 0.10
H 2.26 -1.15 1.32
H 2.18 1.03 0.50
H 2.19 0.52 -1.38
H -0.56 1.34 -1.49
H 0.57 2.33 -0.46
H -0.99 1.76 1.76
H -2.03 0.60 0.61
H -2.25 2.65 0.25
H -1.01 -0.37 -1.51
H -0.89 -1.57 1.27
H -2.80 -1.55 -1.04
N 0.40 0.22 0.00
N -0.33 -0.79 -0.56
N -2.64 -1.75 -0.03
*
```

Here are the natural (NBO) charges for atoms 1 to 5, given in e: -0.620, -0.209, -0.238, -0.666, 0.271

---

[4]
Below is a cluster of 2 separate species, CH2O2S3 in total in a non-equilibrium geometry, with properties calculated with ωB97M-V/def2-TZVPD.

Calculated values
Highest occupied orbital energy (spin up / spin down)   -0.3468 / -0.3471 Eh
Energy above the lowest of the compared OMol25 structures with the same formula, charge and spin   339.60 kJ/mol
LUMO level (spin up / spin down)   -1.866 / -1.865 eV
Strongest force on any atom   4.8 eV/Å
Kohn-Sham gap (spin up / spin down)   7.57 / 7.58 eV

```
! RIJCOSX wB97M-V def2-TZVPD def2/J DEFGRID3
* xyz 0 1
C 0.13 0.44 -0.74
O -0.76 -0.88 1.39
O -1.92 -1.17 -0.78
S -0.94 1.65 -0.06
S 2.34 0.36 0.43
S -1.01 -0.47 0.05
H 0.62 0.47 -1.62
H 1.54 -0.41 1.32
*
```

Here are the natural (NBO) charges for atoms 1 to 5, given in e: -0.602, -0.856, -0.847, 0.093, -0.273

---

[5]
Below is a cluster of 10 separate species, C32H58Br8N6 in total in a non-equilibrium geometry, with properties calculated with ωB97M-V/def2-TZVPD.

Calculated values
Highest occupied orbital energy   -0.3744 Eh
SMILES string   BrCCBr.BrCCBr.BrCCBr.BrCCBr.CCCC#N.CCCC#N.CCCC#N.CCCC#N.CCCC#N.CCCC#N
LUMO level   0.357 eV
Strongest force on any atom   4.8 eV/Å
Kohn-Sham gap   10.55 eV

```
! RIJCOSX wB97M-V def2-TZVPD def2/J DEFGRID3
* xyz 0 1
C -11.16 -11.06 -13.66
C -10.59 -10.90 -15.07
C -9.07 -10.67 -15.09
C -8.47 -9.44 -14.39
N -8.08 -8.51 -13.82
H -12.23 -11.21 -13.74
H -10.87 -10.30 -12.93
H -10.76 -11.99 -13.26
H -11.06 -10.10 -15.64
H -10.92 -11.79 -15.62
H -8.86 -10.41 -16.12
H -8.49 -11.51 -14.72
C 7.74 0.75 -3.81
C 6.42 1.51 -3.55
C 5.79 2.21 -4.79
C 5.52 1.46 -6.04
N 5.30 0.89 -7.01
H 7.62 -0.22 -4.29
H 8.22 0.67 -2.83
H 8.43 1.29 -4.45
H 6.60 2.27 -2.78
H 5.64 0.82 -3.26
H 6.45 3.05 -5.03
H 4.86 2.74 -4.56
C 5.87 -7.26 -6.43
C 5.10 -6.17 -7.28
C 5.69 -5.95 -8.59
C 7.09 -5.36 -8.74
N 8.18 -4.91 -8.78
H 6.94 -7.10 -6.31
H 5.79 -8.25 -6.87
H 5.47 -7.21 -5.41
H 5.19 -5.26 -6.69
H 4.04 -6.39 -7.46
H 4.93 -5.41 -9.16
H 5.84 -6.89 -9.11
C 2.33 6.11 -14.23
C 2.77 7.53 -14.57
C 4.01 8.00 -13.87
C 4.01 8.16 -12.42
N 4.05 8.33 -11.32
H 3.12 5.37 -14.26
H 1.55 5.70 -14.88
H 1.95 6.08 -13.21
H 1.94 8.24 -14.47
H 2.90 7.61 -15.65
H 4.30 8.96 -14.30
H 4.83 7.34 -14.16
C 5.96 -13.73 -17.69
C 6.63 -13.68 -19.06
C 6.22 -14.77 -20.12
C 6.11 -16.09 -19.45
N 5.97 -17.08 -18.91
H 6.33 -12.91 -17.07
H 6.14 -14.71 -17.26
H 4.90 -13.49 -17.64
H 7.70 -13.70 -18.85
H 6.46 -12.73 -19.57
H 6.93 -14.89 -20.94
H 5.23 -14.57 -20.53
C 0.08 -3.01 -13.84
C 0.42 -4.33 -14.58
C -0.69 -5.37 -14.42
C -0.60 -6.68 -15.03
N -0.49 -7.72 -15.52
H -0.48 -3.08 -12.90
H -0.61 -2.56 -14.56
H 0.98 -2.42 -13.67
H 1.33 -4.73 -14.14
H 0.74 -4.17 -15.61
H -1.51 -4.90 -14.96
H -0.87 -5.48 -13.35
Br 7.15 -3.98 -17.13
C 7.74 -2.44 -16.10
C 8.84 -1.66 -16.83
Br 9.45 -0.32 -15.53
H 8.07 -2.97 -15.20
H 6.83 -1.90 -15.87
H 8.40 -1.06 -17.63
H 9.64 -2.30 -17.20
Br -5.04 -2.79 -7.65
C -6.59 -2.47 -8.94
C -7.74 -3.37 -8.48
Br -8.58 -3.13 -6.71
H -6.27 -2.83 -9.92
H -6.83 -1.41 -8.91
H -7.19 -4.30 -8.36
H -8.51 -3.49 -9.24
Br -1.72 -15.94 -20.88
C -2.72 -16.74 -19.36
C -2.96 -15.77 -18.22
Br -4.10 -16.86 -16.96
H -2.07 -17.56 -19.05
H -3.61 -17.11 -19.87
H -3.51 -14.87 -18.48
H -1.96 -15.57 -17.85
Br 1.52 -8.87 -23.49
C 0.16 -7.98 -22.33
C -0.27 -6.66 -22.87
Br -1.69 -6.04 -21.72
H 0.61 -7.95 -21.34
H -0.63 -8.72 -22.19
H -0.66 -6.81 -23.88
H 0.51 -5.89 -22.93
*
```

Here are the Mulliken charges for atoms 1 to 5, given in e: -1.125, -0.427, -0.394, 0.199, -0.408

---

[6]
Below is a structure of composition CH7N5O in a non-equilibrium geometry, with properties calculated with ωB97M-V/def2-TZVPD.

Calculated values
Highest occupied orbital energy   -0.3061 Eh
Energy above the lowest of the compared OMol25 structures with the same formula, charge and spin   280.36 kJ/mol
LUMO level   0.865 eV
Strongest force on any atom   6.5 eV/Å
Kohn-Sham gap   9.19 eV

```
! RIJCOSX wB97M-V def2-TZVPD def2/J DEFGRID3
* xyz 0 1
C -0.72 0.24 -0.47
N 1.92 0.35 -0.83
N -1.94 -0.65 -0.39
N -0.81 1.31 0.52
N 2.82 0.08 -0.05
N 0.39 -0.62 -0.39
O 0.52 -1.06 0.90
H -0.71 0.77 -1.40
H -2.13 -1.30 -1.03
H -2.00 -0.95 0.60
H -0.77 0.92 1.52
H -1.64 1.75 0.35
H 1.48 -1.46 0.96
H 3.60 0.63 -0.31
*
```

Here are the natural (NBO) charges for atoms 1 to 5, given in e: 0.199, 0.027, -0.852, -0.838, -0.392